The following is a quantum chemistry calculation of 15 unconnected molecules or ions with the total composition C72H146F4N15O16S4, from OMol25.

Computed properties:
net charge: +3
energy relative to the best compared isomer or geometry (same formula, charge and spin): 0.0 kJ/mol
strongest force on any atom: 7.9 eV/A
frontier orbital gap: 5.0 eV
HOMO level: -11.36 eV

Last columns: bonded neighbours and bond lengths (Å).
Geometry (Å):
1 C 2.218 4.386 -3.606  C2 1.498, H9 1.090, H10 1.090, H11 1.090
2 C 2.710 5.312 -2.537  C1 1.498, N3 1.470, H12 1.090, H13 1.090
3 N 3.463 6.451 -3.082  C2 1.470, C4 1.387, C7 1.432
4 C 4.171 6.543 -4.272  N3 1.387, C5 1.368, H14 1.080
5 C 4.705 7.800 -4.353  C4 1.368, N6 1.379, H15 1.080
6 N 4.465 8.496 -3.187  C5 1.379, C7 1.396, C8 1.458
7 C 3.550 7.736 -2.456  N3 1.432, N6 1.396, H16 1.080
8 C 4.962 9.825 -2.849  N6 1.458, H17 1.090, H18 1.090, H19 1.090
9 H 1.781 4.919 -4.451  C1 1.090
10 H 1.597 3.587 -3.203  C1 1.090
11 H 2.979 3.817 -4.141  C1 1.090
12 H 3.506 4.784 -2.011  C2 1.090
13 H 1.966 5.606 -1.796  C2 1.090
14 H 4.143 5.686 -4.929  C4 1.080
15 H 5.273 8.332 -5.102  C5 1.080
16 H 3.128 8.069 -1.519  C7 1.080
17 H 5.706 9.758 -2.056  C8 1.090
18 H 4.160 10.497 -2.542  C8 1.090
19 H 5.453 10.284 -3.707  C8 1.090
20 C 1.910 1.495 2.623  C21 1.540, H28 1.090, H29 1.090, H30 1.090
21 C 3.271 2.145 2.313  C20 1.540, N22 1.447, H31 1.090, H32 1.090
22 N 3.132 3.533 1.926  C21 1.447, C23 1.329, C26 1.386
23 C 3.223 4.096 0.726  N22 1.329, C24 1.376, H33 1.080
24 C 3.021 5.447 0.886  C23 1.376, N25 1.374, H34 1.080
25 N 2.821 5.726 2.217  C24 1.374, C26 1.352, C27 1.437
26 C 2.983 4.546 2.859  N22 1.386, N25 1.352, H35 1.080
27 C 2.702 7.013 2.846  N25 1.437, H36 1.090, H37 1.090, H38 1.090
28 H 1.437 2.044 3.437  C20 1.090
29 H 2.004 0.551 3.158  C20 1.090
30 H 1.157 1.445 1.837  C20 1.090
31 H 3.817 1.558 1.574  C21 1.090
32 H 3.829 2.177 3.249  C21 1.090
33 H 3.466 3.574 -0.188  C23 1.080
34 H 3.031 6.275 0.192  C24 1.080
35 H 3.093 4.442 3.928  C26 1.080
36 H 3.368 7.353 3.638  C27 1.090
37 H 1.681 7.047 3.226  C27 1.090
38 H 2.865 7.769 2.077  C27 1.090
39 C -0.219 -3.859 -2.490  C40 1.474, H47 1.090, H48 1.090, H49 1.090
40 C 0.118 -5.144 -3.128  C39 1.474, N41 1.470, H50 1.090, H51 1.090
41 N 1.051 -4.767 -4.200  C40 1.470, C42 1.396, C45 1.375
42 C 0.695 -4.814 -5.549  N41 1.396, C43 1.390, H52 1.080
43 C 1.756 -4.415 -6.354  C42 1.390, N44 1.346, H53 1.080
44 N 2.806 -4.190 -5.542  C43 1.346, C45 1.439, C46 1.443
45 C 2.348 -4.311 -4.183  N41 1.375, N44 1.439, H54 1.080
46 C 4.170 -3.941 -5.941  N44 1.443, H55 1.090, H56 1.090, H57 1.090
47 H -0.706 -3.161 -3.172  C39 1.090
48 H 0.644 -3.403 -2.005  C39 1.090
49 H -0.837 -4.002 -1.604  C39 1.090
50 H -0.714 -5.746 -3.493  C40 1.090
51 H 0.731 -5.785 -2.495  C40 1.090
52 H -0.346 -4.988 -5.776  C42 1.080
53 H 1.989 -4.338 -7.405  C43 1.080
54 H 2.941 -4.090 -3.308  C45 1.080
55 H 4.224 -3.880 -7.028  C46 1.090
56 H 4.818 -4.751 -5.608  C46 1.090
57 H 4.547 -2.959 -5.657  C46 1.090
58 C -2.316 0.269 -3.126  C59 1.539, H66 1.090, H67 1.090, H68 1.090
59 C -2.602 0.485 -4.622  C58 1.539, N60 1.425, H69 1.090, H70 1.090
60 N -1.418 0.221 -5.370  C59 1.425, C61 1.371, C64 1.359
61 C -0.901 -1.015 -5.662  N60 1.371, C62 1.377, H71 1.080
62 C 0.306 -0.861 -6.307  C61 1.377, N63 1.419, H72 1.080
63 N 0.581 0.530 -6.261  C62 1.419, C64 1.387, C65 1.473
64 C -0.475 1.165 -5.623  N60 1.359, N63 1.387, H73 1.080
65 C 1.809 1.192 -6.735  N63 1.473, H74 1.090, H75 1.090, H76 1.090
66 H -1.810 -0.685 -2.975  C58 1.090
67 H -3.184 0.257 -2.466  C58 1.090
68 H -1.686 1.035 -2.673  C58 1.090
69 H -2.999 1.491 -4.761  C59 1.090
70 H -3.417 -0.151 -4.965  C59 1.090
71 H -1.407 -1.951 -5.476  C61 1.080
72 H 0.979 -1.578 -6.752  C62 1.080
73 H -0.537 2.202 -5.329  C64 1.080
74 H 2.026 0.887 -7.759  C65 1.090
75 H 2.624 0.883 -6.081  C65 1.090
76 H 1.696 2.275 -6.672  C65 1.090
77 C -2.986 -5.748 -0.700  C78 1.582, H86 1.090, H87 1.090, H88 1.090
78 C -3.749 -4.811 -1.720  C77 1.582, C79 1.519, H89 1.090, H90 1.090
79 C -5.009 -4.190 -1.144  C78 1.519, N80 1.560, H91 1.090, H92 1.090
80 N -5.906 -3.494 -2.214  C79 1.560, C81 1.544, C82 1.517, C85 1.538
81 C -6.584 -4.457 -3.212  N80 1.544, H93 1.090, H94 1.090, H95 1.090
82 C -5.128 -2.377 -2.884  N80 1.517, C83 1.562, H96 1.090, H97 1.090
83 C -6.261 -1.404 -3.339  C82 1.562, C84 1.554, H98 1.090, H99 1.090
84 C -7.377 -1.618 -2.279  C83 1.554, C85 1.476, H100 1.090, H101 1.090
85 C -7.084 -2.827 -1.484  N80 1.538, C84 1.476, H102 1.090, H103 1.090
86 H -2.494 -5.107 0.032  C77 1.090
87 H -2.306 -6.328 -1.323  C77 1.090
88 H -3.742 -6.393 -0.251  C77 1.090
89 H -3.972 -5.297 -2.670  C78 1.090
90 H -3.025 -4.028 -1.947  C78 1.090
91 H -4.958 -3.371 -0.426  C79 1.090
92 H -5.604 -4.858 -0.521  C79 1.090
93 H -7.355 -3.866 -3.706  C81 1.090
94 H -6.970 -5.257 -2.580  C81 1.090
95 H -5.854 -4.814 -3.939  C81 1.090
96 H -4.524 -2.718 -3.725  C82 1.090
97 H -4.562 -1.862 -2.108  C82 1.090
98 H -6.544 -1.794 -4.317  C83 1.090
99 H -5.984 -0.374 -3.564  C83 1.090
100 H -8.428 -1.579 -2.562  C84 1.090
101 H -7.332 -0.793 -1.569  C84 1.090
102 H -7.879 -3.572 -1.479  C85 1.090
103 H -6.788 -2.589 -0.462  C85 1.090
104 C -1.687 1.248 4.051  C105 1.522, H113 1.090, H114 1.090, H115 1.090
105 C -3.136 1.160 4.508  C104 1.522, C106 1.555, H116 1.090, H117 1.090
106 C -3.580 -0.328 4.591  C105 1.555, N107 1.597, H118 1.090, H119 1.090
107 N -4.924 -0.526 5.430  C106 1.597, C108 1.554, C109 1.572, C112 1.537
108 C -6.181 -0.180 4.585  N107 1.554, H120 1.090, H121 1.090, H122 1.090
109 C -5.054 -1.984 6.002  N107 1.572, C110 1.523, H123 1.090, H124 1.090
110 C -5.236 -1.874 7.509  C109 1.523, C111 1.501, H125 1.090, H126 1.090
111 C -5.830 -0.508 7.691  C110 1.501, C112 1.508, H127 1.090, H128 1.090
112 C -4.926 0.253 6.755  N107 1.537, C111 1.508, H129 1.090, H130 1.090
113 H -1.551 2.179 3.501  C104 1.090
114 H -1.352 0.419 3.427  C104 1.090
115 H -1.003 1.219 4.899  C104 1.090
116 H -3.723 1.675 3.747  C105 1.090
117 H -3.195 1.600 5.504  C105 1.090
118 H -2.730 -0.920 4.932  C106 1.090
119 H -3.767 -0.841 3.648  C106 1.090
120 H -6.160 0.843 4.207  C108 1.090
121 H -7.136 -0.377 5.072  C108 1.090
122 H -6.171 -0.808 3.694  C108 1.090
123 H -5.888 -2.375 5.417  C109 1.090
124 H -4.176 -2.564 5.717  C109 1.090
125 H -5.860 -2.679 7.898  C110 1.090
126 H -4.262 -1.904 7.998  C110 1.090
127 H -6.882 -0.502 7.406  C111 1.090
128 H -5.739 0.006 8.648  C111 1.090
129 H -5.323 1.237 6.504  C112 1.090
130 H -3.900 0.408 7.089  C112 1.090
131 C 3.659 -0.874 -3.455  C132 1.521, H140 1.090, H141 1.090, H142 1.090
132 C 4.239 -1.690 -2.310  C131 1.521, C133 1.526, H143 1.090, H144 1.090
133 C 5.054 -0.870 -1.314  C132 1.526, N134 1.572, H145 1.090, H146 1.090
134 N 5.473 -1.523 0.053  C133 1.572, C135 1.533, C136 1.519, C139 1.540
135 C 6.100 -2.901 -0.188  N134 1.533, H147 1.090, H148 1.090, H149 1.090
136 C 4.324 -1.598 1.043  N134 1.519, C137 1.528, H150 1.090, H151 1.090
137 C 4.915 -1.526 2.450  C136 1.528, C138 1.451, H152 1.090, H153 1.090
138 C 6.020 -0.592 2.333  C137 1.451, C139 1.548, H154 1.090, H155 1.090
139 C 6.424 -0.600 0.838  N134 1.540, C138 1.548, H156 1.090, H157 1.090
140 H 4.444 -0.434 -4.069  C131 1.090
141 H 3.066 -0.040 -3.081  C131 1.090
142 H 3.042 -1.469 -4.129  C131 1.090
143 H 4.740 -2.565 -2.721  C132 1.090
144 H 3.293 -2.038 -1.895  C132 1.090
145 H 4.488 0.031 -1.076  C133 1.090
146 H 6.008 -0.536 -1.722  C133 1.090
147 H 6.504 -3.296 0.744  C135 1.090
148 H 6.894 -2.793 -0.927  C135 1.090
149 H 5.373 -3.605 -0.592  C135 1.090
150 H 3.837 -2.561 0.889  C136 1.090
151 H 3.637 -0.764 0.898  C136 1.090
152 H 5.313 -2.487 2.777  C137 1.090
153 H 4.144 -1.266 3.174  C137 1.090
154 H 6.830 -0.815 3.028  C138 1.090
155 H 5.691 0.392 2.664  C138 1.090
156 H 7.449 -0.947 0.706  C139 1.090
157 H 6.388 0.427 0.474  C139 1.090
158 C 5.765 -5.410 3.985  C159 1.542, H167 1.090, H168 1.090, H169 1.090
159 C 4.765 -4.630 4.861  C158 1.542, C160 1.557, H170 1.090, H171 1.090
160 C 3.271 -4.848 4.477  C159 1.557, N161 1.567, H172 1.090, H173 1.090
161 N 2.263 -4.140 5.446  C160 1.567, C162 1.549, C163 1.500, C166 1.548
162 C 2.364 -4.600 6.921  N161 1.549, H174 1.090, H175 1.090, H176 1.090
163 C 0.907 -4.488 4.908  N161 1.500, C164 1.615, H177 1.090, H178 1.090
164 C 0.586 -3.325 3.834  C163 1.615, C165 1.473, H179 1.090, H180 1.090
165 C 1.280 -2.136 4.361  C164 1.473, C166 1.530, H181 1.090, H182 1.090
166 C 2.244 -2.593 5.458  N161 1.548, C165 1.530, H183 1.090, H184 1.090
167 H 5.415 -6.442 3.980  C158 1.090
168 H 6.787 -5.497 4.354  C158 1.090
169 H 5.817 -5.049 2.958  C158 1.090
170 H 5.033 -3.588 4.688  C159 1.090
171 H 4.894 -4.795 5.931  C159 1.090
172 H 2.985 -5.889 4.327  C160 1.090
173 H 3.027 -4.268 3.587  C160 1.090
174 H 1.445 -4.356 7.454  C162 1.090
175 H 3.233 -4.055 7.289  C162 1.090
176 H 2.442 -5.688 6.918  C162 1.090
177 H 0.187 -4.475 5.726  C163 1.090
178 H 0.763 -5.511 4.561  C163 1.090
179 H -0.485 -3.179 3.693  C164 1.090
180 H 0.915 -3.650 2.847  C164 1.090
181 H 0.486 -1.493 4.740  C165 1.090
182 H 1.736 -1.535 3.575  C165 1.090
183 H 2.023 -2.112 6.411  C166 1.090
184 H 3.288 -2.432 5.188  C166 1.090
185 C -0.505 4.854 3.910  C186 1.583, H194 1.090, H195 1.090, H196 1.090
186 C -0.935 5.265 2.443  C185 1.583, C187 1.563, H197 1.090, H198 1.090
187 C -1.599 4.024 1.762  C186 1.563, N188 1.583, H199 1.090, H200 1.090
188 N -1.651 4.234 0.194  C187 1.583, C189 1.605, C190 1.512, C193 1.557
189 C -0.202 3.954 -0.436  N188 1.605, H201 1.090, H202 1.090, H203 1.090
190 C -2.569 3.212 -0.439  N188 1.512, C191 1.511, H204 1.090, H205 1.090
191 C -3.950 3.825 -0.428  C190 1.511, C192 1.532, H206 1.090, H207 1.090
192 C -3.854 5.347 -0.282  C191 1.532, C193 1.570, H208 1.090, H209 1.090
193 C -2.301 5.580 -0.241  N188 1.557, C192 1.570, H210 1.090, H211 1.090
194 H -1.452 4.603 4.387  C185 1.090
195 H -0.053 5.716 4.401  C185 1.090
196 H 0.145 3.992 4.066  C185 1.090
197 H -0.055 5.642 1.922  C186 1.090
198 H -1.657 6.073 2.559  C186 1.090
199 H -2.567 3.914 2.251  C187 1.090
200 H -0.926 3.179 1.910  C187 1.090
201 H 0.402 4.521 0.273  C189 1.090
202 H -0.162 4.405 -1.427  C189 1.090
203 H 0.100 2.907 -0.475  C189 1.090
204 H -2.233 3.010 -1.456  C190 1.090
205 H -2.474 2.316 0.174  C190 1.090
206 H -4.446 3.422 -1.311  C191 1.090
207 H -4.409 3.469 0.494  C191 1.090
208 H -4.239 5.798 -1.197  C192 1.090
209 H -4.356 5.840 0.550  C192 1.090
210 H -1.883 5.774 -1.229  C193 1.090
211 H -2.001 6.435 0.365  C193 1.090
212 N -0.598 0.611 -0.488  S213 1.704, S217 1.561
213 S -0.896 -0.921 0.197  N212 1.704, O214 1.465, O215 1.450, F216 1.609, S217 2.432
214 O 0.239 -1.667 0.746  S213 1.465
215 O -1.845 -1.740 -0.534  S213 1.450
216 F -1.771 -0.578 1.502  S213 1.609
217 S 0.728 0.217 -1.212  N212 1.561, S213 2.432, O218 1.474, O219 1.508, F220 1.599
218 O 0.760 -0.825 -2.253  S217 1.474
219 O 2.043 0.632 -0.600  S217 1.508
220 F 0.649 1.402 -2.282  S217 1.599
221 N -2.612 3.842 -5.726  S222 1.703, S226 1.503
222 S -4.243 4.091 -6.145  N221 1.703, O223 1.453, O224 1.451, F225 1.599, S226 2.396
223 O -4.430 4.539 -7.515  S222 1.453
224 O -5.176 4.514 -5.118  S222 1.451
225 F -4.570 2.532 -6.278  S222 1.599
226 S -2.431 5.129 -4.971  N221 1.503, S222 2.396, O227 1.456, O228 1.445, F229 1.660
227 O -2.766 5.151 -3.554  S226 1.456
228 O -2.506 6.349 -5.743  S226 1.445
229 F -0.771 5.118 -4.919  S226 1.660
230 C 6.574 4.357 -2.000  C231 1.592, H234 1.090, H235 1.090, H236 1.090
231 C 6.537 3.018 -1.138  C230 1.592, O232 1.222, O233 1.290
232 O 5.745 2.162 -1.502  C231 1.222
233 O 7.390 2.924 -0.175  C231 1.290
234 H 5.643 4.361 -2.567  C230 1.090
235 H 7.481 4.477 -2.593  C230 1.090
236 H 6.578 5.165 -1.268  C230 1.090
237 C -2.762 -4.206 2.730  C238 1.534, H241 1.090, H242 1.090, H243 1.090
238 C -4.243 -4.600 2.651  C237 1.534, O239 1.263, O240 1.224
239 O -5.086 -3.730 3.010  C238 1.263
240 O -4.538 -5.744 2.330  C238 1.224
241 H -2.197 -5.137 2.767  C237 1.090
242 H -2.625 -3.633 3.647  C237 1.090
243 H -2.442 -3.642 1.854  C237 1.090
244 C -5.585 -0.284 0.863  C245 1.568, H248 1.090, H249 1.090, H250 1.090
245 C -6.739 0.747 1.115  C244 1.568, O246 1.220, O247 1.275
246 O -7.843 0.325 0.813  C245 1.220
247 O -6.438 1.913 1.534  C245 1.275
248 H -5.214 -0.171 -0.156  C244 1.090
249 H -5.786 -1.347 0.997  C244 1.090
250 H -4.781 -0.162 1.589  C244 1.090
251 C 2.111 -6.174 0.566  C252 1.562, H255 1.090, H256 1.090, H257 1.090
252 C 3.039 -5.757 -0.620  C251 1.562, O253 1.234, O254 1.224
253 O 3.484 -6.685 -1.299  C252 1.234
254 O 3.092 -4.575 -0.930  C252 1.224
255 H 2.382 -7.188 0.859  C251 1.090
256 H 1.115 -6.139 0.124  C251 1.090
257 H 2.100 -5.435 1.368  C251 1.090